{
  "formula": "C3H2ClNO",
  "method": "the ωB97M-V functional and the def2-TZVPD basis",
  "species": ["C", "C", "C", "H", "H", "N", "O", "Cl"],
  "xyz": [[0.968, -0.396, -0.051], [0.156, 0.701, -0.125], [-1.106, 0.191, -0.001], [0.449, 1.791, 0.158], [-1.979, 0.788, 0.024], [-1.257, -1.107, 0.079], [0.119, -1.532, -0.096], [2.649, -0.436, 0.012]],
  "atomic_forces_ev_per_a": [[-3.13, -0.80, -0.81], [2.95, 2.20, 1.72], [-2.65, -0.84, 0.16], [-0.50, -2.25, -1.12], [-0.88, 0.42, 0.20], [2.73, 0.94, -1.11], [1.57, 0.99, 1.02], [-0.09, -0.66, -0.06]],
  "mulliken_charge": [0.378, -0.278, -0.171, 0.262, 0.414, -0.301, -0.178, -0.127],
  "relative_energy_ev": 1.6973,
  "smiles": "Clc1ccno1",
  "e_tot_ev": -19200.945,
  "lumo_ev": 0.71,
  "molar_mass_g_mol": 103.5,
  "orbital_gap_ev": 10.56,
  "e_homo_ev": -9.85,
  "charge": 0,
  "fmax_ev_per_a": 4.1
}